a:
DFT (ωB97M-V/def2-TZVPD) results for C3H7BiO3 as an isolated structure.

Geometry as XYZ:
```
14
Properties=species:S:1:pos:R:3
O 1.298 -0.757 1.481
C 1.075 -1.198 0.184
C 0.906 -0.034 -0.786
O -0.103 0.913 -0.357
C -1.533 0.439 -0.083
Bi -0.045 0.365 2.184
H 0.194 -1.869 0.112
H 1.930 -1.789 -0.197
H 0.627 -0.380 -1.789
H 1.826 0.561 -0.839
H -2.094 0.988 -0.852
H -1.663 -0.587 -0.446
O -1.515 1.233 1.056
H -0.905 2.117 0.331
```

The total charge is +2. As for the frontier orbital gap: 0.31596 Eh. Its spin multiplicity is 1. The calculation puts the HOMO energy at -20.62 eV.



b:
DFT (ωB97M-V/def2-TZVPD) results for C3H7BiO3 as an isolated structure.

Geometry as XYZ:
```
14
Properties=species:S:1:pos:R:3
O -2.107 0.265 -0.291
C -1.093 0.316 -1.239
C -0.038 -0.759 -0.988
O 0.376 -0.764 0.403
C 1.149 0.353 0.877
Bi -1.469 0.074 1.475
H -0.602 1.311 -1.257
H -1.474 0.147 -2.264
H 0.848 -0.637 -1.624
H -0.457 -1.760 -1.145
H 2.137 -0.052 1.133
H 1.339 1.117 0.115
O 0.444 0.535 2.093
H 0.946 -0.146 2.711
```

The total charge is +2. As for the frontier orbital gap: 0.33771 Eh. Its spin multiplicity is 1. The calculation puts the HOMO energy at -20.56 eV.



Order from most stable to least stable according to the calculation: b, a



a:
DFT (ωB97M-V/def2-TZVPD) results for one molecule with the formula C4H6N2.

Geometry as XYZ:
```
12
Properties=species:S:1:pos:R:3
N 1.001 1.115 0.475
C 1.097 -0.321 0.403
C 0.636 0.483 -0.772
C -0.787 -0.174 -0.691
N -1.524 0.086 0.486
C -0.319 -0.942 0.457
H 0.148 1.325 1.002
H 2.041 -0.821 0.635
H 1.143 0.684 -1.704
H -1.340 -0.503 -1.554
H -1.691 1.099 0.673
H -0.404 -2.031 0.588
```

As for the frontier orbital gap: 0.38192 Eh. Its spin multiplicity is 1. The calculation puts the HOMO energy at -9.13 eV. The SMILES is N1[C@H]2[C@@H]1[C@H]1N[C@@H]21.



b:
DFT (ωB97M-V/def2-TZVPD) results for C4H6N2 as an isolated structure.

Geometry as XYZ:
```
12
Properties=species:S:1:pos:R:3
C -1.919 0.092 0.077
C 0.384 1.105 -0.163
C 1.517 0.504 0.053
C 1.152 -0.796 0.046
H -1.892 1.166 -0.087
H -2.180 -0.298 1.021
H -2.579 -0.432 -0.647
H 0.151 2.192 0.024
H 2.433 0.784 0.383
H 1.778 -1.511 -0.090
N -0.560 0.092 -0.006
N -0.085 -1.138 -0.092
```

As for the frontier orbital gap: 0.37343 Eh. Its spin multiplicity is 1. The calculation puts the HOMO energy at -9.10 eV.



c:
DFT (ωB97M-V/def2-TZVPD) results for one molecule with the formula C4H6N2.

Geometry as XYZ:
```
12
Properties=species:S:1:pos:R:3
C -1.251 0.224 0.980
N -0.075 0.506 0.197
C 0.000 0.450 -1.229
C 0.730 -0.544 -0.367
C 2.108 -0.475 0.109
N 3.117 -0.427 0.653
H -0.922 -0.004 1.999
H -1.866 -0.611 0.609
H -1.854 1.136 1.013
H 0.509 1.275 -1.720
H -0.846 0.033 -1.786
H 0.349 -1.563 -0.457
```

As for the frontier orbital gap: 0.39650 Eh. Its spin multiplicity is 1. The calculation puts the HOMO energy at -9.94 eV. The SMILES is CN1C[C@H]1C#N.



d:
DFT (ωB97M-V/def2-TZVPD) results for C4H6N2 as an isolated structure.

Geometry as XYZ:
```
12
Properties=species:S:1:pos:R:3
C 0.152 1.722 -0.435
C 0.447 0.781 -1.285
C -0.065 1.311 1.068
N -0.585 1.699 2.032
H 0.144 2.796 -0.547
H 0.757 0.890 -2.312
H 0.535 -0.293 -0.812
C -0.431 -2.161 0.321
N 0.541 -1.378 0.442
H 0.265 -0.287 1.057
H -0.289 -3.142 -0.128
H -1.470 -1.939 0.599
```

As for the frontier orbital gap: 0.36421 Eh. Its spin multiplicity is 1. The calculation puts the HOMO energy at -9.82 eV.



Order from most stable to least stable according to the calculation: c, b, d, a



a:
DFT (ωB97M-V/def2-TZVPD) results for a 2-piece molecular cluster, C4H12 overall.

Geometry as XYZ:
```
16
Properties=species:S:1:pos:R:3
C -1.001 0.894 -2.047
C 0.477 0.957 -2.473
H -1.201 1.666 -1.299
H -1.661 1.178 -2.867
H -1.231 -0.065 -1.588
H 0.616 1.460 -3.435
H 0.781 -0.077 -2.716
H 1.111 1.312 -1.665
C 0.411 -0.176 2.331
C 0.101 -1.676 2.201
H 1.489 -0.036 2.268
H -0.077 0.436 1.578
H 0.089 0.164 3.313
H -0.060 -2.110 3.192
H -0.787 -1.880 1.603
H 0.886 -2.191 1.645
```

The total charge is -1. As for the frontier orbital gap (alpha / beta): 0.10521 / 0.44917 Eh. The expectation value of S² is 0.750. Its spin multiplicity is 2. The calculation puts the HOMO energy (alpha / beta) at 1.54 / -7.77 eV.



b:
DFT (ωB97M-V/def2-TZVPD) results for a 2-piece molecular cluster, C4H12 overall.

Geometry as XYZ:
```
16
Properties=species:S:1:pos:R:3
C -0.383 0.887 -2.586
C 0.044 -0.476 -1.954
H 0.507 1.301 -3.064
H -1.107 0.824 -3.398
H -0.662 1.563 -1.809
H 0.393 -0.189 -0.969
H 0.903 -0.810 -2.528
H -0.820 -1.108 -1.797
C -0.297 -0.439 1.676
C 0.581 0.039 2.833
H 0.064 -0.244 0.684
H -0.371 -1.531 1.751
H -1.365 -0.236 1.762
H 0.019 0.509 3.640
H 1.358 0.726 2.535
H 1.137 -0.817 3.225
```

The total charge is -1. As for the frontier orbital gap (alpha / beta): 0.10096 / 0.44868 Eh. The expectation value of S² is 0.750. Its spin multiplicity is 2. The calculation puts the HOMO energy (alpha / beta) at 1.56 / -7.74 eV.



c:
DFT (ωB97M-V/def2-TZVPD) results for a 2-piece molecular cluster, C4H12 overall.

Geometry as XYZ:
```
16
Properties=species:S:1:pos:R:3
C 0.728 -1.892 -0.430
C 0.083 -1.640 -1.797
H 1.636 -1.298 -0.308
H 0.023 -1.639 0.367
H 0.925 -2.970 -0.398
H -0.184 -0.588 -1.923
H 0.745 -1.931 -2.610
H -0.849 -2.194 -1.904
C 0.062 2.082 1.614
C -0.860 1.443 0.603
H -0.500 2.563 2.425
H 0.761 1.364 2.059
H 0.753 2.842 1.240
H -0.318 0.915 -0.175
H -1.408 2.238 0.079
H -1.576 0.766 1.062
```

The total charge is -1. As for the frontier orbital gap (alpha / beta): 0.10197 / 0.46284 Eh. The expectation value of S² is 0.750. Its spin multiplicity is 2. The calculation puts the HOMO energy (alpha / beta) at 1.58 / -8.02 eV.



Order from most stable to least stable according to the calculation: c, a, b



a:
DFT (ωB97M-V/def2-TZVPD) results for a 2-piece molecular cluster, C4H12 overall.

Geometry as XYZ:
```
16
Properties=species:S:1:pos:R:3
C -1.251 -0.050 -1.748
C -2.167 1.084 -1.153
H -1.273 0.203 -2.816
H -0.212 0.068 -1.447
H -1.681 -1.025 -1.535
H -3.220 0.783 -1.218
H -1.937 1.216 -0.100
H -2.000 1.940 -1.811
C 1.273 -0.301 0.857
C 2.178 -0.742 2.022
H 0.745 0.623 1.085
H 1.792 -0.256 -0.103
H 0.521 -1.112 0.846
H 3.090 -0.122 2.084
H 1.664 -0.526 2.959
H 2.411 -1.809 2.076
```

The total charge is -1. As for the frontier orbital gap (alpha / beta): 0.10159 / 0.44417 Eh. The expectation value of S² is 0.750. Its spin multiplicity is 2. The calculation puts the HOMO energy (alpha / beta) at 1.53 / -7.70 eV.



b:
DFT (ωB97M-V/def2-TZVPD) results for a 2-piece molecular cluster, C4H12 overall.

Geometry as XYZ:
```
16
Properties=species:S:1:pos:R:3
C 0.874 0.617 -1.763
C 1.012 1.857 -0.852
H 1.797 0.047 -1.860
H 0.215 -0.067 -1.223
H 0.431 0.886 -2.720
H 1.943 1.893 -0.275
H 0.222 1.903 -0.112
H 1.086 2.733 -1.503
C -0.302 -0.921 1.475
C -1.641 -1.557 1.109
H 0.137 -0.341 0.662
H -0.266 -0.300 2.373
H 0.466 -1.693 1.617
H -2.508 -0.984 1.464
H -1.733 -1.542 0.023
H -1.733 -2.531 1.583
```

The total charge is -1. As for the frontier orbital gap (alpha / beta): 0.10244 / 0.45444 Eh. The expectation value of S² is 0.750. Its spin multiplicity is 2. The calculation puts the HOMO energy (alpha / beta) at 1.59 / -7.84 eV.



Order from most stable to least stable according to the calculation: a, b



a:
DFT (ωB97M-V/def2-TZVPD) results for a 2-piece molecular cluster, C4H12 overall.

Geometry as XYZ:
```
16
Properties=species:S:1:pos:R:3
C 0.006 1.530 1.695
C 1.216 1.615 0.603
H -0.977 1.830 1.316
H -0.211 0.450 1.805
H 0.164 1.706 2.654
H 0.738 1.402 -0.396
H 2.039 1.018 0.738
H 1.713 2.621 0.608
C -0.351 -0.809 -1.321
C -0.742 -2.205 -1.056
H 0.542 -0.560 -1.873
H -1.187 -0.316 -1.836
H -0.214 -0.337 -0.363
H 0.001 -2.781 -0.410
H -1.113 -2.886 -1.787
H -1.626 -2.280 -0.378
```

The total charge is -1. As for the frontier orbital gap (alpha / beta): 0.09877 / 0.44503 Eh. The expectation value of S² is 0.750. Its spin multiplicity is 2. The calculation puts the HOMO energy (alpha / beta) at 1.52 / -7.62 eV.



b:
DFT (ωB97M-V/def2-TZVPD) results for a 2-piece molecular cluster, C4H12 overall.

Geometry as XYZ:
```
16
Properties=species:S:1:pos:R:3
C -2.458 0.263 0.983
C -2.274 1.749 0.633
H -2.484 -0.324 0.059
H -1.579 -0.083 1.517
H -3.362 0.055 1.556
H -1.247 1.856 0.278
H -2.424 2.343 1.546
H -3.050 2.127 -0.025
C 2.016 -1.550 -0.393
C 2.712 -0.492 -1.232
H 1.560 -1.126 0.507
H 1.193 -1.946 -0.993
H 2.637 -2.396 -0.123
H 1.990 0.215 -1.625
H 3.435 0.094 -0.651
H 3.254 -0.946 -2.051
```

The total charge is -1. As for the frontier orbital gap (alpha / beta): 0.10440 / 0.45863 Eh. The expectation value of S² is 0.750. Its spin multiplicity is 2. The calculation puts the HOMO energy (alpha / beta) at 1.52 / -8.00 eV.



c:
DFT (ωB97M-V/def2-TZVPD) results for a 2-piece molecular cluster, C4H12 overall.

Geometry as XYZ:
```
16
Properties=species:S:1:pos:R:3
C -0.031 -1.562 0.127
C -0.792 -2.853 0.336
H 0.805 -1.367 0.804
H 0.373 -1.437 -0.878
H -0.720 -0.734 0.333
H -1.339 -3.191 -0.548
H -1.452 -2.855 1.202
H -0.112 -3.692 0.440
C 0.694 1.637 -0.642
C 0.169 2.768 0.237
H 1.398 2.038 -1.363
H 1.051 0.743 -0.158
H -0.078 1.280 -1.337
H 0.470 3.732 -0.174
H 0.484 2.709 1.283
H -0.921 2.783 0.339
```

The total charge is -1. As for the frontier orbital gap (alpha / beta): 0.10171 / 0.43784 Eh. The expectation value of S² is 0.750. Its spin multiplicity is 2. The calculation puts the HOMO energy (alpha / beta) at 1.50 / -7.56 eV.



Order from most stable to least stable according to the calculation: b, c, a